Formula: C3H5NO
Source: the OMol25 dataset
Level of theory: ωB97M-V/def2-TZVPD

Summary:
gap between HOMO and LUMO (alpha / beta)	0.310 / 0.303	Eh
E	-247.18031	a.u.
E_HOMO (alpha / beta)	-8.53 / -8.39	eV
LUMO energy (alpha / beta)	-0.004 / -0.005	Ha
relative energy (zero: lowest compared OMol25 entry of this formula, charge and spin)	79.6	kcal per mole

Last column: Mulliken charge in e.
Positions of all 10 atoms, in Å:
O: -0.7209 0.7884 2.1364  -0.4862
N: 0.0306 -0.0489 0.1414  0.0798
C: -0.0037 -0.9009 -0.9297  -0.6410
C: 0.6998 0.9995 -0.3867  -0.5403
C: -0.6839 -0.1131 1.3418  0.0602
H: 0.2956 2.0051 -0.2902  0.2804
H: -0.4461 -0.5697 -1.8551  0.3263
H: 0.3527 -1.9219 -0.8186  0.2905
H: -1.2156 -1.0782 1.4370  0.3408
H: 1.6915 0.8397 -0.7764  0.2894

***

Formula: C41H37N11OPbSSi
Source: the OMol25 dataset
Level of theory: ωB97M-V/def2-TZVPD

Summary:
charge	+2
gap between HOMO and LUMO	0.236	Eh
E	-3142.48921	a.u.
E_HOMO	-11.63	eV
LUMO energy	-0.192	Ha
relative energy (zero: lowest compared OMol25 entry of this formula, charge and spin)	0.0	kcal per mole

Last column: Mulliken charge in e.
Positions of all 93 atoms, in Å:
Pb: -1.4696 2.2036 -0.8319  0.9174
S: -1.6313 0.4900 -2.9892  -0.4826
Si: -4.6096 -0.7978 -2.6464  0.2457
O: 7.9729 -4.6463 5.6888  -0.4515
N: 0.8656 1.5166 -0.6171  0.4187
N: 1.5364 5.4972 1.1592  -0.7029
N: -0.1119 4.4302 -0.1817  -0.2418
N: 0.2215 3.8454 2.0268  -0.2457
N: 2.8016 7.1425 0.2002  -0.3216
N: -1.0611 0.0258 0.6353  0.2635
N: 1.2048 6.1569 -1.1120  -0.6532
N: 2.6567 -2.2594 2.9571  -0.0977
N: -3.0172 -1.6086 -2.0147  0.3469
N: 4.1888 -0.9939 1.9560  -0.8299
N: -1.0545 3.9207 -2.7364  0.1690
C: 4.7749 -3.8563 4.2629  -0.5035
C: -3.1184 -2.8481 -1.4619  0.1417
C: -0.4101 5.0733 -2.4975  0.6159
C: -4.8070 0.9078 -1.9399  -0.8369
C: 5.0334 -2.6750 3.5614  0.2054
C: -7.9900 -3.4727 -0.9070  -0.4151
C: 9.3087 -4.1538 5.7303  -0.8533
C: 6.3226 -2.1569 3.5716  -0.8220
C: -7.4792 -2.4190 -0.1613  -0.7734
C: -6.4664 -1.6300 -0.6854  0.0261
C: -2.0245 -3.5950 -1.1246  -1.1859
C: 3.1605 2.0430 -1.0403  -1.1475
C: -7.4884 -3.7370 -2.1736  -0.7322
C: -6.4713 -2.9484 -2.6920  0.1340
C: -1.6597 3.7690 -3.9164  -0.0195
C: 5.7736 -4.4925 4.9621  -0.7055
C: -2.0179 -0.7056 1.1723  -0.4833
C: -0.7573 -3.0635 -1.3657  -0.2577
C: -5.9400 -1.8831 -1.9574  -0.1099
C: 0.2707 5.2389 -1.1737  0.0079
C: 3.5666 1.1262 -0.1056  -0.7460
C: 0.5806 -1.2406 1.8551  0.5791
C: -1.7585 -1.7471 2.0688  -0.9998
C: 1.7921 2.2044 -1.2642  -0.4047
C: -0.4570 -2.0077 2.4121  -0.6276
C: -4.5124 -0.8967 -4.4833  -1.1151
C: 3.9915 -1.9705 2.8191  0.3429
C: 1.8256 6.2443 0.0901  0.4322
C: 2.6014 0.3657 0.5707  0.5512
C: 2.9411 -0.6425 1.5298  1.0764
C: 1.9692 -1.4067 2.1259  -0.1967
C: -1.6624 4.7481 -4.8947  -1.0331
C: 1.2477 0.5827 0.2891  -0.4724
C: 7.0656 -3.9577 4.9747  0.9010
C: -0.6482 -1.8105 -1.9161  -0.8692
C: -0.9970 5.9347 -4.6437  -0.4438
C: 7.3398 -2.7857 4.2704  -0.4704
C: 0.2249 -0.2241 0.9465  0.0120
C: 0.5588 4.6247 0.9774  0.5040
C: -0.3531 6.0969 -3.4269  -0.6637
C: -1.7905 -1.0694 -2.2445  0.4797
H: -4.1242 -3.2091 -1.3041  0.5073
H: -3.5778 -0.4791 -4.8540  0.3529
H: -2.1613 -4.5759 -0.6939  0.4816
H: 0.3144 -1.3659 -2.1254  0.5618
H: 4.6121 0.9587 0.1179  0.6071
H: -0.2296 -2.8015 3.1126  0.4829
H: 1.4412 2.9136 -2.0044  0.6128
H: -3.0376 -0.4579 0.8945  0.4224
H: 8.3318 -2.3615 4.2614  0.4172
H: 2.2755 -2.9410 3.5893  0.2140
H: -0.9763 6.7237 -5.3832  0.4513
H: 3.8682 2.6341 -1.6034  0.5334
H: 3.2666 7.2665 1.0826  0.2530
H: -2.1754 4.5727 -5.8293  0.4545
H: -8.7866 -4.0836 -0.5035  0.4051
H: -7.8939 -4.5515 -2.7584  0.4184
H: 3.0187 7.7402 -0.5775  0.2485
H: 6.5281 -1.2465 3.0252  0.4337
H: 0.1327 -3.6339 -1.1327  0.5035
H: 0.1904 6.9973 -3.1840  0.5090
H: -4.5981 -1.9231 -4.8419  0.3447
H: -4.3528 1.6596 -2.5803  0.2417
H: 5.5882 -5.4108 5.5015  0.4407
H: -2.1575 2.8213 -4.0830  0.4469
H: 0.6394 4.0633 2.9161  0.2685
H: 9.3416 -3.1567 6.1728  0.3547
H: 9.8614 -4.8472 6.3550  0.2438
H: -5.3370 -0.3247 -4.9156  0.4359
H: 9.7474 -4.1338 4.7311  0.3528
H: -2.5750 -2.3211 2.4836  0.5199
H: -0.6562 3.3588 2.0259  0.1666
H: -5.8797 1.1060 -1.8666  0.5017
H: -4.3915 1.0103 -0.9333  0.1604
H: 3.7908 -4.3111 4.2529  0.2419
H: -6.0934 -0.8009 -0.0927  0.3094
H: -7.8800 -2.2073 0.8211  0.4119
H: -6.0974 -3.1686 -3.6849  0.2326

***

Formula: C51H43ClMgN13O3P
Source: the OMol25 dataset
Level of theory: ωB97M-V/def2-TZVPD

Summary:
gap between HOMO and LUMO	0.257	Eh
E	-3908.50097	a.u.
E_HOMO	-7.53	eV
LUMO energy	-0.020	Ha
relative energy (zero: lowest compared OMol25 entry of this formula, charge and spin)	62.2	kcal per mole

Last column: Mulliken charge in e.
Positions of all 113 atoms, in Å:
Cl: 4.3351 -1.7503 2.8671  -0.2345
P: -1.5229 -2.8992 0.9500  0.8802
Mg: -0.3247 0.1346 0.0778  0.9389
O: 1.0204 1.4339 0.3539  -0.6852
O: 0.8672 2.1010 2.4766  -0.6346
O: -2.6687 -2.8425 -5.6389  -0.1156
N: -3.7560 4.6593 5.0094  -0.7520
N: -3.7054 0.5955 -2.2678  1.2177
N: 1.2109 1.1741 -4.0181  -0.4600
N: 2.8062 -0.1576 -4.8870  -0.9788
N: -2.8713 1.4249 -2.9334  -1.0563
N: -2.5126 2.2049 3.0698  0.1759
N: -3.5479 5.9149 4.9929  -0.5218
N: -2.6386 4.0091 4.6053  0.6473
N: 1.7757 -0.0357 -5.7458  0.9139
N: -1.8436 1.0956 1.3044  0.2924
N: -3.9248 -4.6269 -5.8560  -0.4337
N: -2.6825 -4.9059 -6.3966  -0.6628
N: -1.7305 0.1370 -1.5116  0.7686
C: -2.6423 2.5878 4.4661  -0.7709
C: 2.2208 0.1920 2.0477  -0.8667
C: 0.2271 -4.6966 -6.9073  -0.9975
C: 2.0741 -3.1906 -7.2158  -0.7381
C: -4.8781 -2.6763 -4.6743  -0.5613
C: -3.8699 -3.4142 -5.4226  0.3438
C: -5.4807 -0.7982 -3.2923  0.8229
C: -4.5687 -1.4385 -4.1217  0.6112
C: -0.5595 -3.7685 -2.9872  -1.1112
C: -3.0203 -0.1552 -1.4153  -0.9953
C: 1.5616 -4.4831 -7.2028  -0.8644
C: -2.6887 -6.9277 2.9056  -0.4781
C: 0.6976 -1.4657 0.9563  0.2000
C: -7.0333 -2.6117 -3.6379  -0.8130
C: 0.8398 0.7626 -5.2115  0.0257
C: -6.1162 -3.2661 -4.4343  -0.6082
C: -1.6738 -5.7510 1.0703  -0.2409
C: -2.4609 2.2589 0.8990  -0.8081
C: -1.8112 -3.9367 -3.5593  -0.4481
C: 1.2944 1.3413 1.6175  -0.0135
C: 1.1019 -3.6806 1.9444  -0.7609
C: -2.8852 2.9564 1.9783  -0.8855
C: -2.8298 -3.4581 -1.4353  -0.7587
C: -0.0742 -2.3247 -6.6178  0.3866
C: -1.6979 1.1383 -2.4364  -0.8398
C: -1.9800 -3.8371 -6.2448  1.1583
C: 2.4225 0.5823 -3.8692  -0.3875
C: 3.0928 -2.2338 1.6146  -0.0873
C: -2.9499 -3.7753 -2.7784  -0.8975
C: -0.3737 4.7839 3.7606  -0.4904
C: 1.2523 -2.1055 -6.9429  1.2384
C: -1.5742 -3.3020 -0.8455  -0.0439
C: -1.5649 7.3331 4.3366  -0.7210
C: 2.4021 -3.4628 2.1271  -1.0636
C: -1.9474 -4.5293 1.6817  0.0662
C: -1.6658 4.9099 4.2784  1.1338
C: -1.8889 1.0925 2.6200  0.4065
C: 1.7815 -0.7026 -7.0308  -1.5508
C: -5.1201 0.5088 -2.6067  -1.3654
C: 0.2585 -2.6815 1.2756  0.1230
C: 2.1577 -1.0755 1.1641  0.5753
C: -0.2861 7.2251 3.8474  -0.4949
C: -0.4407 -3.4539 -1.6392  0.3341
C: -6.7144 -1.3888 -3.0582  -0.9543
C: -2.5929 -4.5297 2.9151  -0.3730
C: -2.0420 -6.9405 1.6769  -0.7558
C: 0.2939 5.9694 3.5578  -0.6893
C: -2.2626 6.1395 4.5466  0.0094
C: -1.3047 0.0691 3.5228  -0.9343
C: -0.5877 -3.6074 -6.6003  -0.4403
C: -2.9580 -5.7190 3.5287  -0.6607
H: -0.7264 -1.4887 -6.3957  0.4560
H: 1.9982 -0.0433 3.0883  0.5543
H: -0.3949 0.4645 3.9775  0.2894
H: -3.3923 3.8986 2.0714  0.4568
H: -5.3167 1.3724 -3.2420  0.3080
H: 0.0675 3.8323 3.4949  0.6020
H: -1.9023 -4.2088 -4.6023  0.2304
H: 1.1765 -0.1041 -7.7162  0.3870
H: -1.8246 -7.8814 1.1887  0.4052
H: -3.5943 -1.0036 -4.3040  0.7005
H: 0.3296 -3.9000 -3.5881  0.5208
H: 3.7325 -2.5179 0.7778  0.4364
H: 0.2923 8.1205 3.6665  0.3634
H: 3.2334 0.5986 2.0200  0.5160
H: 2.8063 -0.7049 -7.4006  0.4082
H: 0.5396 -3.3322 -1.1894  0.4731
H: -6.3336 -4.2330 -4.8645  0.5227
H: -2.5244 2.5470 -0.1368  0.5713
H: -2.9823 -7.8574 3.3738  0.3788
H: 1.2949 5.9377 3.1508  0.4410
H: -7.9937 -3.0661 -3.4395  0.4117
H: -0.7946 1.6431 -2.7408  0.7939
H: 0.6641 -4.6087 2.2895  0.3766
H: -2.0049 -0.2177 4.3076  0.6902
H: 3.1167 -3.0242 -7.4511  0.4176
H: -3.5778 2.2268 4.8974  0.2533
H: -3.7219 -3.3517 -0.8255  0.4053
H: -1.1670 -5.7742 0.1126  0.4464
H: 2.5291 -0.7474 0.1888  0.0541
H: -5.7014 0.6119 -1.6898  0.4451
H: -2.8102 -3.5845 3.3994  0.3989
H: -1.7974 2.1585 5.0075  0.5157
H: -3.4518 -0.9239 -0.7945  0.6599
H: -7.4265 -0.9046 -2.4022  0.4628
H: 2.2065 -5.3218 -7.4242  0.4123
H: -3.4585 -5.7013 4.4874  0.4050
H: -0.1952 -5.6906 -6.8968  0.5371
H: 3.0333 0.7017 -2.9925  0.5305
H: -3.9298 -3.9034 -3.2186  0.7437
H: -2.0246 8.2883 4.5442  0.4325
H: 3.0272 -4.1925 2.6253  0.3842
H: -1.0382 -0.8132 2.9430  -0.5034
H: -0.0762 1.0113 -5.7207  0.4408

***

Formula: C13H19F3N5O4S3V
Source: the OMol25 dataset
Level of theory: ωB97M-V/def2-TZVPD

Summary:
charge	+4
gap between HOMO and LUMO (alpha / beta)	0.257 / 0.257	Eh
E	-3518.10793	a.u.
E_HOMO (alpha / beta)	-22.05 / -22.05	eV
LUMO energy (alpha / beta)	-0.553 / -0.553	Ha
relative energy (zero: lowest compared OMol25 entry of this formula, charge and spin)	10.9	kcal per mole

Last column: Mulliken charge in e.
Positions of all 48 atoms, in Å:
V: -0.0532 0.1882 -0.1894  0.2773
S: 1.5106 -0.1142 -3.1138  0.5648
S: -1.7534 -2.9003 -2.1835  0.9637
S: -1.5571 1.3492 -1.4953  -0.2361
F: -3.7133 -2.4894 -3.7967  -0.1220
F: -4.2301 -3.7244 -2.0903  -0.1219
F: -3.9759 -1.5817 -1.8383  -0.1623
O: 1.1045 0.0060 -1.5545  -0.2259
O: -1.8943 -3.0823 -0.4038  -0.3525
O: -1.3174 -4.1663 -2.5869  -0.4694
O: -1.0127 -1.6921 -2.3454  -0.4759
N: -0.6466 1.7517 1.1118  0.7278
N: -0.9184 -1.1306 0.3612  -0.3019
N: 1.4195 0.3495 1.2412  0.2179
N: -1.7731 2.5025 0.8517  -0.4407
N: -3.2908 3.2067 -0.7441  -0.2944
C: 2.5221 -1.5797 -3.1675  -0.9459
C: 1.2362 1.1722 2.3048  0.6090
C: 0.0170 1.9812 2.2064  0.9942
C: 2.7097 1.1884 -3.3219  -1.0460
C: -3.6222 -2.6661 -2.5103  0.7200
C: 3.4659 -0.4125 2.1996  -0.8492
C: 2.1526 1.2413 3.3324  -0.6347
C: -0.3585 2.9848 3.2331  -1.8272
C: -2.2874 2.4570 -0.3803  0.7092
C: -1.5125 -2.3250 0.5465  0.8369
C: -1.7415 -2.7949 1.9315  -1.0885
C: 2.5038 -0.4303 1.1958  -0.1139
C: 3.2925 0.4330 3.2795  -0.6178
H: 0.0408 3.9656 2.9460  0.4210
H: 3.4030 -1.4855 -2.5357  0.3891
H: -1.4361 3.0671 3.3812  0.5645
H: 3.0586 1.0807 -4.3551  0.4806
H: 2.8191 -1.6724 -4.2180  0.5109
H: -0.7820 -2.8503 2.4543  0.3765
H: 2.6056 -1.0853 0.3405  0.5930
H: 1.8954 -2.4316 -2.9089  0.3180
H: 4.3311 -1.0576 2.1185  0.4750
H: 4.0242 0.4725 4.0775  0.5012
H: 3.5428 1.0882 -2.6290  0.3992
H: 0.0636 2.7287 4.2015  0.4571
H: -2.3554 -2.0604 2.4614  0.3841
H: -2.0591 3.1962 1.5350  0.1779
H: -2.2278 -3.7682 1.9291  0.3508
H: 2.0063 1.9121 4.1676  0.3817
H: -3.6782 3.1438 -1.6793  0.2606
H: 2.1923 2.1421 -3.2301  0.4162
H: -3.7203 3.8929 -0.1306  0.2478

***

Formula: C20H38B2Cl2N5O7S2
Source: the OMol25 dataset
Level of theory: ωB97M-V/def2-TZVPD

Summary:
charge	+1
gap between HOMO and LUMO	0.270	Eh
E	-3351.66205	a.u.
E_HOMO	-11.07	eV
LUMO energy	-0.137	Ha

Last column: Mulliken charge in e.
Positions of all 76 atoms, in Å:
Cl: 1.8097 -3.1718 2.0869  -0.0720
Cl: 1.8070 0.0011 1.4574  0.0223
S: -1.6898 4.2362 -1.0841  -0.2195
S: -1.3415 1.9557 0.8577  0.1854
O: 1.2192 -2.7039 -2.5910  -0.5319
O: -0.7785 -4.5788 -2.6907  -0.2952
O: -1.6313 -3.7256 0.7352  -0.7245
O: 2.6888 4.5662 1.6521  -0.4214
O: 1.6663 0.2409 -4.0175  -0.6026
O: -0.1724 3.3681 5.1027  -0.5177
O: 0.5240 1.9408 -2.7625  0.1868
N: 1.6828 -1.2377 0.2440  -0.0632
N: 1.7353 0.2372 -1.5376  0.4697
N: 0.4167 3.8034 0.5440  0.4546
N: -0.0715 -1.1980 -1.4450  0.9948
N: -0.5005 -5.8324 0.3553  -0.6431
C: 0.6313 -3.4372 -0.3907  1.3591
C: 0.2919 4.3751 1.9199  0.0024
C: -2.1513 0.2565 -1.2122  -0.5075
C: -1.8232 -5.2074 -3.4266  -0.8902
C: 1.1991 4.7199 -0.2832  -0.6744
C: 3.0822 -4.1145 -0.6411  -1.0739
C: -0.6867 2.3103 5.3807  0.8034
C: -0.4149 1.0632 4.5698  -0.6699
C: -0.8137 3.4205 0.0182  -0.1592
C: 1.1285 -0.7045 -0.9111  -0.8658
C: -1.0930 -3.2634 -2.3407  -1.2561
C: 0.1450 -2.6550 -1.6835  0.1705
C: -1.2495 -0.8209 -0.5943  -0.2981
C: -2.6429 1.2888 -0.1898  -1.4242
C: 2.6334 4.6247 0.2347  -0.4897
C: 0.9546 -2.4277 0.7394  -1.0231
C: 1.5592 5.1711 2.2439  -0.6711
C: -0.0838 2.5140 -3.9335  -0.7172
C: -1.6279 2.1655 6.5485  -1.2203
C: 1.7882 -4.3340 -0.7936  -1.0906
B: -0.5316 -4.3784 0.2584  1.0729
B: 1.2354 0.8246 -2.8573  0.0464
H: -2.1937 -4.3563 1.2118  0.2860
H: -2.6031 1.8181 6.2031  0.3261
H: 0.8828 -2.5299 -3.4810  0.5603
H: 0.3417 -6.1926 0.7924  0.2871
H: 2.6038 0.5780 -1.1334  0.4408
H: -1.6771 0.7342 -2.0706  -0.0433
H: 0.6576 3.0727 -4.5013  0.3020
H: 3.5002 -3.3663 0.0183  0.2331
H: 1.0184 -0.3453 -4.4284  0.2899
H: 1.4852 -5.2343 -1.3129  0.3684
H: 3.7876 -4.7296 -1.1853  0.3182
H: 0.0198 0.2901 5.2055  0.4785
H: -1.2379 1.4315 7.2556  0.3399
H: -3.1280 2.1315 -0.6829  0.6733
H: 3.2451 5.4425 -0.1618  0.3549
H: -1.3470 0.6778 4.1522  0.2516
H: -2.7978 -5.0101 -2.9689  0.3660
H: 0.8156 5.7448 -0.2316  0.3470
H: -0.5927 5.0153 1.9964  0.3020
H: 1.1815 4.4290 -1.3317  0.3008
H: 0.2753 1.2967 3.7610  -0.0930
H: -1.8298 -4.8442 -4.4576  0.3290
H: 0.2160 3.5540 2.6322  -0.1455
H: -0.5548 -6.2471 -0.5706  0.2437
H: -1.3282 -2.6507 -3.2293  0.6264
H: -0.8579 3.1918 -3.5858  0.1839
H: -0.5381 1.7417 -4.5535  0.3437
H: -0.8955 -0.4635 0.3746  0.0965
H: 1.4665 6.2086 1.9008  0.3131
H: -1.7412 3.1239 7.0482  0.3304
H: -1.6321 -6.2771 -3.4048  0.2925
H: 0.0216 -2.0754 1.1750  0.5264
H: -1.8152 -1.7220 -0.3829  0.4698
H: 1.7035 5.2075 3.3219  0.4584
H: -3.3875 0.8468 0.4751  0.4588
H: -1.9758 -3.2239 -1.6952  0.4746
H: 3.0612 3.6784 -0.1116  0.2225
H: -3.0447 -0.2391 -1.6062  0.4406

***

Formula: C14H16AsMnN4S6
Source: the OMol25 dataset
Level of theory: ωB97M-V/def2-TZVPD

Summary:
spin multiplicity	2
charge	+1
gap between HOMO and LUMO (alpha / beta)	0.216 / 0.230	Eh
E	-6537.80274	a.u.
E_HOMO (alpha / beta)	-10.77 / -10.75	eV
LUMO energy (alpha / beta)	-0.180 / -0.165	Ha
relative energy (zero: lowest compared OMol25 entry of this formula, charge and spin)	27.4	kcal per mole

Last column: Löwdin spin population.
Positions of all 42 atoms, in Å:
As: 2.3254 -3.2441 2.0041  -0.0040
Mn: 0.4434 -1.6597 0.0702  0.8349
S: 3.7135 -1.9308 2.6386  0.0315
S: -1.6530 -1.9762 -0.7802  -0.0264
S: 2.0459 -2.8419 -0.3689  0.0829
S: 0.2062 -2.2019 2.0482  0.1272
S: 2.0952 -5.2093 2.3495  -0.0022
S: 1.0996 0.4730 -0.0045  -0.0335
N: -1.1094 1.1558 1.3044  -0.0013
N: -1.8631 -1.4699 -3.4420  -0.0016
N: 0.7952 1.4197 2.5323  -0.0010
N: -0.3071 -3.0102 -2.8177  0.0007
C: -3.8188 -0.3087 -2.4283  -0.0010
C: 3.1994 1.8402 2.0541  -0.0008
C: -1.2597 -2.1447 -2.4772  -0.0024
C: -2.8353 -0.4061 -3.3986  -0.0002
C: 4.7712 1.6280 3.8729  -0.0003
C: 3.7386 1.2905 4.7367  0.0001
C: -4.6244 1.6965 -3.5133  -0.0002
C: -2.7563 0.5064 -4.4397  -0.0001
C: 4.4973 1.9033 2.5409  -0.0001
C: 2.4404 1.2179 4.2607  0.0001
C: 2.1908 1.4804 2.9256  0.0001
C: 0.2152 1.0555 1.4134  -0.0027
C: -3.6521 1.5611 -4.4949  -0.0001
C: -4.7072 0.7585 -2.4947  -0.0001
H: -1.4968 -1.6316 -4.3720  -0.0001
H: -0.0657 -3.2063 -3.7767  0.0000
H: -3.5883 2.2746 -5.3051  0.0000
H: -1.5383 0.8517 0.4428  0.0001
H: 3.0036 2.0825 1.0206  -0.0005
H: 5.7875 1.6828 4.2388  0.0000
H: -5.3265 2.5178 -3.5538  0.0000
H: 0.1688 1.6400 3.2973  0.0000
H: -3.9315 -1.0673 -1.6700  -0.0006
H: -1.9932 0.4036 -5.2032  0.0000
H: 3.9413 1.0737 5.7765  0.0000
H: 1.6321 0.9384 4.9270  0.0000
H: -1.7036 1.4300 2.0708  -0.0001
H: 5.2983 2.1757 1.8667  0.0000
H: 0.1100 -3.5870 -2.1001  0.0016
H: -5.4887 0.8383 -1.7507  0.0000